Here is an isolated molecule of C6H9N from the OMol25 dataset. Energies are from the ωB97M-V functional and the def2-TZVPD basis.

Geometry as XYZ:
```
16
Properties=species:S:1:pos:R:3:forces:R:3:nbo_charge:R:1
C -0.59892 -0.96205 1.50322 -0.070 -0.034 -0.330 -0.614
C -0.42956 0.11654 0.40967 0.327 0.448 0.137 -0.150
C 1.04491 0.40540 0.04665 0.409 0.130 0.180 -0.385
C 1.12690 -0.13219 -1.38069 0.054 -0.050 0.207 -0.465
C -0.36708 -0.03280 -1.65299 -0.516 -0.120 1.831 -0.324
C -1.30297 1.23362 0.66164 -0.521 0.963 0.074 0.248
N -2.05228 2.10932 0.80955 0.787 -0.907 -0.102 -0.322
H -1.62680 -1.31158 1.65184 0.155 0.153 -0.215 0.231
H -0.28057 -0.50462 2.45768 -0.042 -0.055 -0.377 0.235
H 0.04780 -1.82932 1.33832 -0.105 0.151 -0.167 0.222
H 1.73092 -0.07983 0.74275 0.088 0.154 0.164 0.204
H 1.19355 1.48511 0.07786 0.193 -0.028 -0.022 0.225
H 1.76358 0.47594 -2.03595 -0.366 -0.128 0.095 0.222
H 1.47657 -1.16601 -1.44689 0.023 0.072 0.103 0.204
H -0.66543 0.99943 -1.85581 -0.338 -0.299 0.038 0.195
H -0.99985 -0.58473 -0.84197 -0.078 -0.452 -1.615 0.275
```
Positions in Å, forces in eV/Å.

Results
HOMO energy: -8.2 eV
net charge: 0
energy relative to the best compared isomer or geometry (same formula, charge and spin): 104.06 kcal per mole
frontier orbital gap: 8.4 eV

---

Here is an isolated molecule of C6H9N from the OMol25 dataset. Energies are from the ωB97M-V functional and the def2-TZVPD basis.

Geometry as XYZ:
```
16
Properties=species:S:1:pos:R:3:forces:R:3:nbo_charge:R:1
C 1.12892 0.30553 2.30598 0.026 0.032 0.065 -0.640
C 0.33753 0.05018 1.05618 0.034 0.030 -0.186 -0.080
C 0.69997 0.17402 -0.23381 -0.062 -0.100 0.117 -0.176
C -0.42326 -0.35530 -1.07282 0.032 -0.121 -0.145 -0.135
C -0.70130 0.23670 -2.44757 -0.063 0.019 0.020 -0.600
N -1.54319 -0.57387 -0.15978 0.122 0.056 0.301 -0.375
C -1.04806 -0.44122 1.01895 -0.186 0.009 -0.034 0.046
H 0.51432 0.15767 3.20033 0.078 0.039 -0.155 0.218
H 1.51597 1.32937 2.33230 -0.055 -0.143 -0.012 0.227
H 1.98587 -0.37380 2.37914 -0.145 0.105 -0.019 0.225
H 1.64787 0.53950 -0.61946 -0.138 -0.171 0.053 0.215
H -0.20776 -1.42244 -1.23540 0.454 -0.015 -0.274 0.242
H -1.00849 1.28589 -2.42817 0.024 -0.127 0.162 0.213
H 0.20543 0.16027 -3.06171 -0.178 0.037 0.140 0.210
H -1.48540 -0.34711 -2.93754 0.057 0.134 0.058 0.222
H -1.61843 -0.72539 1.90340 0.000 0.216 -0.090 0.189
```
Positions in Å, forces in eV/Å.

Results
SMILES: CC1=C[C@H](C)N=C1
HOMO energy: -9.2 eV
net charge: 0
energy relative to the best compared isomer or geometry (same formula, charge and spin): 22.55 kcal per mole
frontier orbital gap: 10.1 eV